{
  "formula": "C5H7NO",
  "method": "the ωB97M-V functional and the def2-TZVPD basis",
  "multiplicity": 1,
  "smiles": "C[C@H](C#N)CC=O",
  "homo_lumo_gap_ev": 10.83,
  "e_tot_ha": -324.690887,
  "de_lowest_ev": 0.914,
  "lumo_ha": 0.017,
  "symbols": ["O", "N", "C", "C", "C", "C", "C", "H", "H", "H", "H", "H", "H", "H"],
  "coordinates": [[-1.011, 0.542, -2.124], [2.014, -0.925, 2.197], [-0.239, -0.993, -0.412], [-1.104, -0.527, -1.571], [0.381, 1.433, 0.320], [0.029, 0.000, 0.745], [1.120, -0.546, 1.570], [0.696, 2.021, 1.188], [-0.486, 1.909, -0.140], [-1.819, -1.286, -1.951], [0.718, -1.277, -0.873], [-0.669, -1.914, -0.003], [1.193, 1.437, -0.411], [-0.855, 0.030, 1.396]],
  "mulliken_charge": [-0.460, -0.442, -0.646, -0.089, -1.337, 0.550, 0.090, 0.412, 0.357, 0.330, 0.338, 0.386, 0.311, 0.202]
}

---

{
  "formula": "C27H35ClN4OsP2",
  "method": "the ωB97M-V functional and the def2-TZVPD basis",
  "multiplicity": 5,
  "homo_lumo_gap_ev": [4.74, 2.98],
  "total_charge": 2,
  "e_tot_ha": -2501.504726,
  "lumo_ha": [-0.276, -0.361],
  "s2": 6.054,
  "symbols": ["Os", "Cl", "P", "P", "N", "N", "N", "N", "C", "C", "C", "C", "C", "C", "C", "C", "C", "C", "C", "C", "C", "C", "C", "C", "C", "C", "C", "C", "C", "C", "C", "C", "C", "C", "C", "H", "H", "H", "H", "H", "H", "H", "H", "H", "H", "H", "H", "H", "H", "H", "H", "H", "H", "H", "H", "H", "H", "H", "H", "H", "H", "H", "H", "H", "H", "H", "H", "H", "H", "H"],
  "coordinates": [[-0.231, 0.204, 0.978], [-0.577, 0.785, 3.332], [1.650, 0.548, -0.220], [-1.501, 0.272, -0.934], [-2.496, 1.497, -2.023], [2.960, 0.172, 0.881], [2.429, 2.226, -0.717], [-3.297, -0.277, -0.190], [2.180, -2.011, 1.490], [1.359, -2.911, 2.418], [1.971, 3.530, -0.568], [-3.470, 2.348, -3.899], [4.138, 0.761, 1.146], [-0.730, 2.187, 0.563], [4.550, 0.458, 2.468], [-0.911, -1.813, 1.777], [-3.750, 2.009, -1.677], [3.900, 3.626, -1.752], [-1.162, -2.362, 0.511], [2.505, -0.640, 2.058], [1.703, -1.858, 0.099], [-0.395, -3.421, -0.180], [2.840, 4.411, -1.211], [3.623, 2.293, -1.441], [-3.589, 0.072, 1.127], [-4.662, -0.687, 1.586], [1.241, 0.023, -1.949], [-2.326, 1.747, -3.387], [1.059, -3.023, -0.595], [-0.256, -0.333, -2.200], [-4.384, 2.506, -2.817], [3.648, -0.438, 3.013], [-4.250, -1.208, -0.584], [-0.013, -2.418, 2.847], [-5.102, -1.487, 0.494], [5.403, 0.928, 2.932], [-1.762, 2.399, 0.874], [2.622, -1.660, -0.491], [1.565, -0.194, 2.503], [-4.282, -1.584, -1.600], [-0.059, 2.683, 1.285], [-3.042, 0.850, 1.644], [2.721, 5.485, -1.285], [0.071, -1.692, 3.674], [4.610, 1.385, 0.410], [-2.134, -2.168, 0.068], [-1.398, 1.532, -3.888], [-0.923, -3.669, -1.124], [-5.060, -0.621, 2.593], [3.171, -2.527, 1.386], [-3.636, 2.614, -4.934], [-5.384, 2.900, -2.858], [-5.942, -2.169, 0.506], [3.642, -0.890, 4.005], [4.769, 3.974, -2.295], [1.895, -0.829, -2.177], [-0.546, -3.292, 3.247], [4.218, 1.407, -1.625], [-0.368, -4.348, 0.428], [1.049, -2.811, -1.673], [1.948, -3.051, 3.337], [1.304, -3.905, 1.949], [-0.565, 0.054, -3.175], [1.080, 3.750, -0.003], [-0.588, 2.615, -0.444], [-4.101, 1.960, -0.662], [-1.809, -1.426, 2.278], [-0.405, -1.424, -2.243], [1.725, -3.902, -0.474], [1.562, 0.837, -2.616]],
  "mulliken_charge": [1.218, -0.338, 0.571, 0.128, 0.475, 0.348, 0.523, 0.822, 1.255, -1.342, -0.183, -0.681, -0.030, -2.012, -1.023, -0.026, -0.451, -0.708, 0.074, 0.130, -1.192, -1.227, -0.729, -0.566, -0.624, -0.532, -1.343, -0.415, -2.334, -1.336, -0.689, -0.709, -0.834, -0.959, -0.764, 0.496, 0.459, 1.463, -0.646, 0.509, 0.609, 0.317, 0.471, 0.297, 0.710, 0.190, 0.398, 0.482, 0.524, 0.481, 0.454, 0.463, 0.474, 0.522, 0.497, 0.689, 0.516, 0.701, 0.405, 0.455, 0.513, 0.513, 0.941, 0.605, 0.554, 0.412, 0.658, 0.141, 0.546, 0.685]
}